ORCA calculation (the ωB97M-V functional and the def2-TZVPD basis) on a structure of composition C4H13KN6O6 at a distorted geometry.

XYZ file:
```
30
Properties=species:S:1:pos:R:3:forces:R:3:mulliken_charge:R:1
K 7.39766 0.70743 -13.24464 -1.068 -0.130 -0.216 0.884
O 3.83963 -2.19307 -14.31198 0.102 0.316 0.439 -0.509
C 4.92973 -1.33280 -14.29230 1.484 1.133 -1.338 0.662
O 4.69033 -0.13043 -14.01369 -0.413 -0.349 0.639 -0.699
O 6.04238 -1.77191 -14.64785 -0.271 -0.587 0.509 -0.715
H 3.14863 -1.55801 -14.07419 -0.271 -0.282 -0.087 0.312
C 5.62736 2.45497 -10.54876 0.479 -0.151 -0.683 0.577
O 5.34688 2.16345 -11.70405 0.074 0.155 0.134 -0.597
N 6.15456 1.55292 -9.67953 -0.027 0.164 0.752 -0.290
N 5.54996 3.75220 -10.10276 -0.038 -0.482 0.027 -0.413
H 6.18312 0.56778 -9.90597 -0.053 0.031 -0.377 0.254
H 6.28413 1.80462 -8.71536 -0.007 -0.034 -0.029 0.159
H 5.23550 4.41608 -10.78346 -0.063 0.175 0.178 0.231
H 5.75054 3.99461 -9.15222 -0.086 0.253 -0.049 0.149
C 7.73106 4.60098 -14.02008 0.217 -0.378 0.706 0.621
O 7.64994 3.41364 -14.29599 0.291 -0.087 -0.236 -0.626
N 6.62372 5.35895 -13.82997 -0.667 0.343 -0.093 -0.384
N 8.93934 5.23275 -13.80212 -0.747 -0.051 -0.304 -0.444
H 6.60462 6.32394 -13.55645 0.347 0.021 -0.138 0.159
H 5.73430 4.95492 -14.06802 0.106 -0.241 0.031 0.244
H 8.90647 6.08674 -13.27443 0.397 -0.024 0.047 0.193
H 9.71339 4.60270 -13.69798 0.137 0.145 0.122 0.237
C 6.77259 -2.15620 -11.21333 -0.290 0.010 0.590 0.662
O 6.85598 -0.96056 -10.90048 0.358 -0.011 -0.326 -0.736
N 7.80555 -3.02017 -10.98220 -0.165 -0.235 -0.238 -0.422
N 5.64082 -2.68885 -11.71450 0.503 0.133 0.608 -0.283
H 8.66992 -2.68795 -10.60149 -0.069 0.197 -0.020 0.223
H 7.74862 -3.98112 -11.26471 0.072 0.026 -0.057 0.153
H 4.85005 -2.07257 -11.78518 -0.075 -0.121 -0.300 0.259
H 5.55759 -3.67732 -11.85262 -0.257 0.063 -0.289 0.138
```
Positions in Å, forces in eV/Å.

Its molar mass is 280.28 g mol⁻¹. The orbital gap comes out at 7.25 eV. The calculation puts the lowest unoccupied orbital energy at -0.13 eV. The value obtained for the total energy is -41914.87202 eV.